# 1
ORCA calculation (the ωB97M-V functional and the def2-TZVPD basis) on an isolated molecule of C5H5NO at a distorted geometry.

Results
* orbital gap: 11.121 eV
* lowest unoccupied orbital energy: 0.768 eV
* E: -323.4019 Ha
* ΔE to the lowest compared entry with this formula, charge and spin: 309.4 kJ/mol

Geometry as ORCA input:
```
! RIJCOSX wB97M-V def2-TZVPD def2/J DEFGRID3
* xyz 0 1
N 2.688 -1.083 -1.395
C 1.720 -0.686 -0.903
C 0.542 -0.202 -0.200
C -0.834 -0.870 0.005
C -0.684 0.335 0.955
C -0.140 1.182 -0.213
O 0.690 -0.094 1.255
H -1.574 -0.785 -0.796
H -0.794 -1.861 0.459
H -1.304 0.639 1.796
H -0.827 1.417 -1.030
H 0.516 2.008 0.065
*
```

Atom-resolved charges from Mulliken, all expressed in e: -0.435, -0.199, 0.558, -0.389, -0.202, -0.390, -0.440, 0.243, 0.266, 0.479, 0.245, 0.265

***

# 2
ORCA calculation (the ωB97M-V functional and the def2-TZVPD basis) on an isolated molecule of C5H5NO at a distorted geometry.

Results
* orbital gap: 10.026 eV
* structure (SMILES): C#C[C@@H](O)CC#N
* lowest unoccupied orbital energy: 0.510 eV
* E: -323.3643 Ha
* ΔE to the lowest compared entry with this formula, charge and spin: 407.9 kJ/mol

Geometry as ORCA input:
```
! RIJCOSX wB97M-V def2-TZVPD def2/J DEFGRID3
* xyz 0 1
O 1.443 0.379 -1.483
C 0.482 -0.257 -0.688
C 0.940 -0.174 0.844
C -0.107 0.531 1.574
N -1.192 0.947 1.624
C -0.920 0.024 -0.866
C -1.939 0.013 -0.204
H 0.986 0.900 -2.153
H 0.244 -1.296 -1.007
H 1.045 -1.175 1.272
H 1.913 0.325 0.908
H -2.895 -0.217 0.179
*
```

Atom-resolved charges from Mulliken, all expressed in e: -0.533, 0.710, -0.489, 0.371, -0.498, -0.678, -0.334, 0.366, 0.131, 0.269, 0.279, 0.407

***

# 3
ORCA calculation (the ωB97M-V functional and the def2-TZVPD basis) on an isolated molecule of C5H5NO at a distorted geometry.

Results
* orbital gap: 10.641 eV
* structure (SMILES): N#C/C=C\CC=O
* lowest unoccupied orbital energy: 0.381 eV
* E: -323.4756 Ha
* ΔE to the lowest compared entry with this formula, charge and spin: 115.8 kJ/mol

Geometry as ORCA input:
```
! RIJCOSX wB97M-V def2-TZVPD def2/J DEFGRID3
* xyz 0 1
N 2.692 1.459 0.523
C 2.133 0.549 0.075
C 1.446 -0.567 -0.514
O -1.171 -0.854 1.742
C -1.624 -0.058 0.958
C -0.840 0.465 -0.240
C 0.125 -0.582 -0.700
H 2.060 -1.413 -0.804
H -2.654 0.333 1.075
H -1.538 0.755 -1.034
H -0.317 1.377 0.082
H -0.312 -1.465 -1.162
*
```

Atom-resolved charges from Mulliken, all expressed in e: -0.411, 0.115, -0.371, -0.440, 0.031, -0.563, -0.030, 0.345, 0.349, 0.306, 0.310, 0.358

***

# 4
ORCA calculation (the ωB97M-V functional and the def2-TZVPD basis) on an isolated molecule of C5H5NO at a distorted geometry.

Results
* orbital gap: 10.892 eV
* structure (SMILES): N#C[C@@H]1C[C@@H]1C=O
* lowest unoccupied orbital energy: 0.566 eV
* E: -323.4539 Ha
* ΔE to the lowest compared entry with this formula, charge and spin: 172.8 kJ/mol

Geometry as ORCA input:
```
! RIJCOSX wB97M-V def2-TZVPD def2/J DEFGRID3
* xyz 0 1
O 1.513 -0.529 1.932
C 1.285 -0.772 0.779
C -0.014 -0.826 0.025
C -1.306 -0.078 0.081
C -0.204 0.403 -0.845
C 0.417 1.632 -0.391
N 0.857 2.619 0.025
H 2.100 -0.951 0.038
H -0.087 -1.754 -0.540
H -1.568 0.595 0.891
H -2.155 -0.573 -0.386
H -0.202 0.254 -1.918
*
```

Atom-resolved charges from Mulliken, all expressed in e: -0.436, -0.172, 0.072, -0.667, -0.028, 0.136, -0.433, 0.313, 0.284, 0.284, 0.257, 0.392

***

# 5
ORCA calculation (the ωB97M-V functional and the def2-TZVPD basis) on an isolated molecule of C5H5NO at a distorted geometry.

Results
* orbital gap: 11.494 eV
* structure (SMILES): C#C[C@@H](C#N)CO
* lowest unoccupied orbital energy: 0.711 eV
* E: -323.4298 Ha
* ΔE to the lowest compared entry with this formula, charge and spin: 235.9 kJ/mol

Geometry as ORCA input:
```
! RIJCOSX wB97M-V def2-TZVPD def2/J DEFGRID3
* xyz 0 1
O -1.989 0.198 -0.146
C -1.032 -0.717 0.302
C 0.346 -0.475 -0.382
C 0.692 0.953 -0.350
C 0.923 2.134 -0.321
C 1.402 -1.269 0.269
N 2.223 -1.884 0.801
H -1.709 1.078 0.146
H -0.900 -0.689 1.392
H -1.391 -1.711 0.024
H 0.274 -0.794 -1.428
H 1.159 3.176 -0.307
*
```

Atom-resolved charges from Mulliken, all expressed in e: -0.488, -0.724, 0.661, -1.070, 0.356, 0.068, -0.406, 0.320, 0.323, 0.343, 0.202, 0.416

***

# 6
ORCA calculation (the ωB97M-V functional and the def2-TZVPD basis) on an isolated molecule of C5H5NO at a distorted geometry.

Results
* orbital gap: 11.269 eV
* structure (SMILES): C#C[C@@H](O)CC#N
* lowest unoccupied orbital energy: 0.646 eV
* E: -323.4333 Ha
* ΔE to the lowest compared entry with this formula, charge and spin: 226.9 kJ/mol

Geometry as ORCA input:
```
! RIJCOSX wB97M-V def2-TZVPD def2/J DEFGRID3
* xyz 0 1
O 0.083 0.687 -1.877
C -0.032 0.591 -0.473
C -1.214 -0.350 -0.205
C -1.313 -0.689 1.214
N -1.337 -0.947 2.343
C 1.187 0.106 0.202
C 2.136 -0.248 0.851
H 0.971 1.002 -2.088
H -0.294 1.571 -0.050
H -2.145 0.114 -0.548
H -1.062 -1.254 -0.799
H 2.948 -0.581 1.466
*
```

Atom-resolved charges from Mulliken, all expressed in e: -0.507, 0.139, -0.502, 0.252, -0.400, -0.652, 0.139, 0.335, 0.197, 0.317, 0.273, 0.411

***

# 7
ORCA calculation (the ωB97M-V functional and the def2-TZVPD basis) on an isolated molecule of C5H5NO.

Results
* orbital gap: 10.105 eV
* structure (SMILES): C#CC(=O)[C@H]1CN1
* lowest unoccupied orbital energy: 0.068 eV
* E: -323.4031 Ha
* ΔE to the lowest compared entry with this formula, charge and spin: 306.2 kJ/mol

Geometry as ORCA input:
```
! RIJCOSX wB97M-V def2-TZVPD def2/J DEFGRID3
* xyz 0 1
O -1.155 -0.168 1.575
C -0.865 -0.027 0.405
C -1.470 1.027 -0.403
C -1.907 2.014 -0.939
C 0.191 -0.877 -0.246
C 1.583 -0.468 0.095
N 1.002 -1.679 0.650
H -2.305 2.874 -1.442
H -0.012 -1.304 -1.230
H 1.707 0.410 0.727
H 2.362 -0.619 -0.648
H 0.675 -1.504 1.601
*
```

Atom-resolved charges from Mulliken, all expressed in e: -0.516, 0.313, -0.383, 0.126, -0.049, -0.483, -0.616, 0.398, 0.368, 0.239, 0.264, 0.338

***

# 8
ORCA calculation (the ωB97M-V functional and the def2-TZVPD basis) on an isolated molecule of C5H5NO at a distorted geometry.

Results
* orbital gap: 10.834 eV
* structure (SMILES): N#C[C@@H]1C[C@@H]1C=O
* lowest unoccupied orbital energy: 0.574 eV
* E: -323.4640 Ha
* ΔE to the lowest compared entry with this formula, charge and spin: 146.2 kJ/mol

Geometry as ORCA input:
```
! RIJCOSX wB97M-V def2-TZVPD def2/J DEFGRID3
* xyz 0 1
O -1.369 -1.694 0.638
C -1.033 -0.669 1.170
C -0.421 0.508 0.482
C 1.067 0.518 0.267
C 0.136 0.450 -0.917
C 0.149 -0.760 -1.715
N 0.244 -1.685 -2.404
H -1.144 -0.531 2.263
H -0.855 1.461 0.778
H 1.612 -0.395 0.494
H 1.602 1.443 0.454
H 0.012 1.354 -1.509
*
```

Atom-resolved charges from Mulliken, all expressed in e: -0.431, -0.194, 0.001, -0.750, 0.067, 0.091, -0.439, 0.343, 0.370, 0.306, 0.266, 0.370

***

# 9
ORCA calculation (the ωB97M-V functional and the def2-TZVPD basis) on a structure of composition C5H5NO at a distorted geometry.

Results
* orbital gap: 6.944 eV
* lowest unoccupied orbital energy: -1.230 eV
* E: -323.3403 Ha
* ΔE to the lowest compared entry with this formula, charge and spin: 471.1 kJ/mol

Geometry as ORCA input:
```
! RIJCOSX wB97M-V def2-TZVPD def2/J DEFGRID3
* xyz 0 1
N 2.584 -0.376 -0.447
C 1.623 -0.080 0.126
C 0.366 0.343 0.740
O -0.680 1.253 -0.551
C -1.653 0.354 -0.405
C -1.255 -1.088 -0.463
C -0.722 -0.604 0.855
H 0.522 1.018 1.590
H -2.698 0.674 -0.301
H -2.115 -1.757 -0.365
H -0.519 -1.296 -1.250
H -1.158 -0.877 1.815
*
```

Atom-resolved charges from Mulliken, all expressed in e: -0.398, 0.189, 0.089, -0.516, 0.045, -0.464, -0.491, 0.343, 0.361, 0.258, 0.229, 0.357

***

# 10
ORCA calculation (the ωB97M-V functional and the def2-TZVPD basis) on a cluster of 2 separate species, C5H5NO in total at a distorted geometry.

Results
* orbital gap: 10.240 eV
* structure (SMILES): C=CC#N.C#CO
* lowest unoccupied orbital energy: 0.338 eV
* E: -323.3824 Ha
* ΔE to the lowest compared entry with this formula, charge and spin: 360.4 kJ/mol

Geometry as ORCA input:
```
! RIJCOSX wB97M-V def2-TZVPD def2/J DEFGRID3
* xyz 0 1
O -0.718 -1.765 -0.185
C 1.375 -0.486 0.746
C 1.153 0.585 -0.014
C -1.302 -0.715 -0.716
C -1.871 0.215 -1.214
C 0.578 1.783 0.528
N 0.161 2.763 0.983
H -1.320 -2.139 0.471
H 1.077 -0.509 1.789
H 1.822 -1.382 0.333
H 1.409 0.602 -1.068
H -2.364 1.049 -1.653
*
```

Atom-resolved charges from Mulliken, all expressed in e: -0.478, -0.548, -0.312, 0.122, -0.311, 0.301, -0.400, 0.331, 0.285, 0.292, 0.331, 0.389

***

# 11
ORCA calculation (the ωB97M-V functional and the def2-TZVPD basis) on an isolated molecule of C5H5NO at a distorted geometry.

Results
* orbital gap: 10.762 eV
* structure (SMILES): N#C/C=C\CC=O
* lowest unoccupied orbital energy: 0.409 eV
* E: -323.4783 Ha
* ΔE to the lowest compared entry with this formula, charge and spin: 108.5 kJ/mol

Geometry as ORCA input:
```
! RIJCOSX wB97M-V def2-TZVPD def2/J DEFGRID3
* xyz 0 1
N 2.837 1.608 0.099
C 2.263 0.631 -0.147
C 1.544 -0.567 -0.478
O -2.072 -1.272 0.932
C -1.899 -0.094 0.734
C -0.715 0.464 -0.030
C 0.211 -0.632 -0.456
H 2.141 -1.429 -0.760
H -2.627 0.655 1.105
H -1.110 1.017 -0.897
H -0.206 1.215 0.589
H -0.265 -1.569 -0.731
*
```

Atom-resolved charges from Mulliken, all expressed in e: -0.399, 0.151, -0.526, -0.461, 0.030, -0.481, 0.027, 0.355, 0.344, 0.256, 0.346, 0.359

***

# 12
ORCA calculation (the ωB97M-V functional and the def2-TZVPD basis) on an isolated molecule of C5H5NO.

Results
* orbital gap: 10.199 eV
* structure (SMILES): C#CC(=O)[C@H]1CN1
* lowest unoccupied orbital energy: 0.016 eV
* E: -323.3969 Ha
* ΔE to the lowest compared entry with this formula, charge and spin: 322.4 kJ/mol

Geometry as ORCA input:
```
! RIJCOSX wB97M-V def2-TZVPD def2/J DEFGRID3
* xyz 0 1
O 1.361 1.779 0.908
C 0.764 0.792 0.526
C 1.480 -0.488 0.434
C 2.158 -1.476 0.271
C -0.647 0.940 0.035
C -1.229 -0.066 -0.885
N -1.819 0.154 0.419
H 2.799 -2.326 0.159
H -0.863 1.983 -0.162
H -0.591 -0.938 -0.995
H -1.794 0.264 -1.757
H -1.618 -0.620 1.045
*
```

Atom-resolved charges from Mulliken, all expressed in e: -0.501, 0.219, -0.387, 0.129, -0.063, -0.360, -0.522, 0.403, 0.362, 0.207, 0.237, 0.277

***

# 13
ORCA calculation (the ωB97M-V functional and the def2-TZVPD basis) on an isolated molecule of C5H5NO at a distorted geometry.

Results
* orbital gap: 10.865 eV
* structure (SMILES): N#C[C@@H]1C[C@@H]1C=O
* lowest unoccupied orbital energy: 0.478 eV
* E: -323.4495 Ha
* ΔE to the lowest compared entry with this formula, charge and spin: 184.2 kJ/mol

Geometry as ORCA input:
```
! RIJCOSX wB97M-V def2-TZVPD def2/J DEFGRID3
* xyz 0 1
O 1.887 -1.910 0.220
C 1.494 -0.875 -0.251
C 0.089 -0.461 -0.529
C -1.178 -0.564 0.262
C -0.628 0.798 -0.099
C -0.066 1.666 0.905
N 0.405 2.374 1.690
H 2.150 -0.165 -0.801
H 0.205 -0.490 -1.618
H -1.107 -0.824 1.318
H -2.118 -0.869 -0.189
H -1.134 1.319 -0.908
*
```

Atom-resolved charges from Mulliken, all expressed in e: -0.448, -0.203, 0.076, -0.640, 0.063, 0.059, -0.413, 0.311, 0.274, 0.278, 0.249, 0.395

***

# 14
ORCA calculation (the ωB97M-V functional and the def2-TZVPD basis) on an isolated molecule of C5H5NO at a distorted geometry.

Results
* orbital gap: 8.102 eV
* lowest unoccupied orbital energy: -0.911 eV
* E: -323.3328 Ha
* ΔE to the lowest compared entry with this formula, charge and spin: 490.7 kJ/mol

Geometry as ORCA input:
```
! RIJCOSX wB97M-V def2-TZVPD def2/J DEFGRID3
* xyz 0 1
N -0.968 2.779 1.006
C -0.603 1.784 0.541
C -0.156 0.582 -0.113
C 1.160 0.226 -0.495
C 0.242 -1.040 0.464
C -0.947 -0.650 -0.431
O 0.063 -0.466 1.633
H 1.298 -0.218 -1.478
H 2.005 0.746 -0.055
H 0.753 -2.012 0.332
H -0.932 -0.937 -1.483
H -1.915 -0.742 0.056
*
```

Atom-resolved charges from Mulliken, all expressed in e: -0.387, -0.169, 0.637, -0.612, 0.087, -0.426, -0.655, 0.281, 0.313, 0.400, 0.237, 0.292

***

# 15
ORCA calculation (the ωB97M-V functional and the def2-TZVPD basis) on a structure of composition C5H5NO at a distorted geometry.

Results
* orbital gap: 10.810 eV
* lowest unoccupied orbital energy: 0.633 eV
* E: -323.3727 Ha
* ΔE to the lowest compared entry with this formula, charge and spin: 385.8 kJ/mol

Geometry as ORCA input:
```
! RIJCOSX wB97M-V def2-TZVPD def2/J DEFGRID3
* xyz 0 1
O -1.981 -1.091 1.570
C -0.948 -0.961 0.964
C -0.494 0.359 0.431
C 0.975 0.656 0.374
C 0.228 0.502 -0.906
C 0.881 -0.587 -1.979
N -0.158 -1.115 -1.710
H -0.259 -1.813 0.791
H -1.178 1.171 0.660
H 1.654 -0.152 0.634
H 1.323 1.650 0.637
H -0.046 1.373 -1.487
*
```

Atom-resolved charges from Mulliken, all expressed in e: -0.476, -0.126, -0.062, -0.707, 0.259, -0.288, -0.238, 0.326, 0.345, 0.271, 0.263, 0.434

***

# 16
ORCA calculation (the ωB97M-V functional and the def2-TZVPD basis) on a structure of composition C5H5NO at a distorted geometry.

Results
* orbital gap: 8.996 eV
* lowest unoccupied orbital energy: 0.052 eV
* E: -323.3432 Ha
* ΔE to the lowest compared entry with this formula, charge and spin: 463.3 kJ/mol

Geometry as ORCA input:
```
! RIJCOSX wB97M-V def2-TZVPD def2/J DEFGRID3
* xyz 0 1
C 1.549 -0.656 0.582
C 0.311 0.003 0.830
C -0.173 -0.081 -1.139
C -0.435 0.525 1.777
C -1.292 0.306 -1.696
N 1.869 -0.981 -0.613
O 0.944 -0.666 -1.582
H 2.271 -0.901 1.344
H -1.365 1.016 1.546
H -0.139 0.496 2.814
H -1.479 0.160 -2.747
H -2.060 0.781 -1.117
*
```

Atom-resolved charges from Mulliken, all expressed in e: -0.332, 0.524, 0.459, -0.754, -0.799, -0.358, -0.169, 0.413, 0.221, 0.281, 0.296, 0.218

***

# 17
ORCA calculation (the ωB97M-V functional and the def2-TZVPD basis) on a cluster of 2 separate species, C5H5NO in total at a distorted geometry.

Results
* orbital gap: 8.588 eV
* lowest unoccupied orbital energy: -0.292 eV
* E: -323.2729 Ha
* ΔE to the lowest compared entry with this formula, charge and spin: 648.0 kJ/mol

Geometry as ORCA input:
```
! RIJCOSX wB97M-V def2-TZVPD def2/J DEFGRID3
* xyz 0 1
O 0.139 1.905 0.656
C -0.182 0.785 1.015
C -0.778 0.321 2.289
C -1.493 -0.587 2.668
C -0.339 -0.463 0.336
C 0.981 -0.141 -2.410
N 1.068 0.055 -1.160
H -2.225 -1.271 3.030
H 0.263 -1.292 0.680
H 0.856 0.680 -3.123
H 0.989 -1.156 -2.809
H 1.077 1.048 -0.923
*
```

Atom-resolved charges from Mulliken, all expressed in e: -0.646, 0.885, -0.368, -0.194, -0.457, -0.215, -0.433, 0.386, 0.284, 0.219, 0.251, 0.288